# C26H74AsF6N6O8

A molecular structure, C26H74AsF6N6O8 at a distorted geometry (ωB97M-V/def2-TZVPD, the Open Molecules 2025 dataset).

The geometry in ORCA input format:
```
! RIJCOSX wB97M-V def2-TZVPD def2/J DEFGRID3
* xyz -1 1
As -0.402 0.483 0.953
F -0.958 1.864 1.844
F 0.413 -0.041 2.394
F 0.175 -0.936 0.086
F -1.195 0.972 -0.545
F 0.965 1.436 0.419
F -1.832 -0.423 1.416
C 1.075 -0.750 5.969
O 1.816 -1.140 4.831
H 0.986 0.341 6.030
H 0.119 -1.258 6.082
H 1.745 -0.925 6.815
H 1.549 -0.634 4.056
C -1.921 1.257 -3.683
O -2.739 0.754 -2.629
H -0.933 0.802 -3.617
H -2.440 0.979 -4.601
H -1.904 2.351 -3.640
H -2.211 0.719 -1.806
C 1.591 4.249 2.280
C 1.495 5.106 1.016
C 0.137 4.996 0.310
O -0.876 5.527 1.151
C -2.160 5.043 0.883
N 1.938 6.493 1.335
H 2.521 4.397 2.831
H 1.606 3.208 1.952
H 0.738 4.386 2.945
H 2.226 4.684 0.318
H -0.018 3.977 -0.053
H 0.180 5.632 -0.584
H -2.951 5.632 1.356
H -2.288 4.008 1.211
H -2.463 5.158 -0.167
H 1.704 6.609 2.319
H 1.229 7.090 0.907
C -4.657 0.915 2.706
C -5.265 0.584 1.343
C -6.623 1.226 1.096
O -7.286 0.592 -0.015
C -8.553 1.171 -0.188
N -4.365 1.039 0.259
H -4.017 0.057 2.916
H -5.373 0.925 3.537
H -4.127 1.864 2.734
H -5.335 -0.495 1.180
H -6.593 2.294 0.854
H -7.284 1.095 1.962
H -9.138 1.175 0.738
H -9.155 0.668 -0.947
H -8.498 2.195 -0.579
H -4.516 2.044 0.199
H -3.416 0.940 0.610
C 1.616 -4.141 -1.480
C 2.233 -2.937 -2.227
C 2.652 -3.377 -3.618
O 3.598 -4.403 -3.510
C 3.910 -5.063 -4.711
N 1.363 -1.781 -2.275
H 0.747 -4.613 -1.943
H 1.338 -3.869 -0.457
H 2.403 -4.888 -1.347
H 3.153 -2.705 -1.687
H 3.051 -2.490 -4.131
H 1.791 -3.757 -4.192
H 2.983 -5.531 -5.066
H 4.669 -5.794 -4.436
H 4.322 -4.431 -5.506
H 0.543 -1.999 -2.844
H 0.896 -1.568 -1.387
C -2.424 -4.125 0.015
C -3.570 -3.357 -0.690
C -4.806 -3.466 0.214
O -5.855 -2.621 -0.268
C -6.953 -2.703 0.599
N -3.146 -1.971 -0.865
H -2.687 -5.157 0.277
H -2.116 -3.640 0.946
H -1.535 -4.140 -0.618
H -3.718 -3.874 -1.641
H -4.590 -3.291 1.271
H -5.196 -4.475 0.030
H -7.669 -1.895 0.451
H -6.635 -2.597 1.645
H -7.501 -3.647 0.477
H -2.930 -1.683 0.087
H -2.229 -2.024 -1.301
C 3.995 -3.622 1.654
C 4.087 -2.276 0.944
C 4.109 -1.115 1.927
O 4.353 0.094 1.246
C 4.024 1.144 2.129
N 5.303 -2.254 0.096
H 4.862 -3.798 2.302
H 3.883 -4.451 0.957
H 3.218 -3.636 2.428
H 3.215 -2.071 0.321
H 4.849 -1.279 2.726
H 3.137 -1.113 2.439
H 2.939 1.132 2.326
H 4.173 2.084 1.597
H 4.447 1.099 3.138
H 5.270 -3.114 -0.463
H 6.058 -2.616 0.690
C 2.164 1.725 -3.118
C 3.527 1.258 -2.631
C 4.352 2.453 -2.169
O 5.461 1.982 -1.412
C 6.304 3.035 -1.031
N 3.307 0.282 -1.543
H 2.235 2.433 -3.954
H 1.616 2.235 -2.318
H 1.508 0.892 -3.365
H 4.027 0.675 -3.412
H 3.726 3.022 -1.470
H 4.553 3.074 -3.048
H 6.602 3.651 -1.890
H 7.228 2.708 -0.556
H 5.739 3.674 -0.336
H 2.618 -0.390 -1.920
H 2.688 0.761 -0.887
*
```

Results
HOMO	-0.212	Eh
frontier orbital gap	8.34	eV

Results of the Mulliken charge analysis, in e, for atoms 1 through 99:
1. As 1.879
2. F -0.499
3. F -0.306
4. F -0.742
5. F -0.387
6. F -0.416
7. F -0.506
8. C -0.734
9. O -0.469
10. H 0.279
11. H 0.273
12. H 0.268
13. H 0.265
14. C -0.347
15. O -0.532
16. H -0.049
17. H 0.288
18. H 0.225
19. H 0.363
20. C -1.159
21. C 0.584
22. C -0.494
23. O -0.377
24. C -0.723
25. N -0.812
26. H 0.445
27. H -0.106
28. H 0.420
29. H -0.059
30. H 0.174
31. H 0.441
32. H 0.330
33. H 0.143
34. H 0.331
35. H 0.349
36. H 0.349
37. C -1.408
38. C 1.752
39. C -0.921
40. O -0.183
41. C -0.881
42. N -0.302
43. H 0.363
44. H 0.452
45. H 0.221
46. H -0.817
47. H 0.349
48. H 0.357
49. H 0.348
50. H 0.258
51. H 0.313
52. H 0.275
53. H -0.188
54. C -1.699
55. C 1.560
56. C -0.960
57. O -0.288
58. C -0.813
59. N -0.243
60. H 0.291
61. H 0.376
62. H 0.434
63. H -0.689
64. H 0.416
65. H 0.479
66. H 0.334
67. H 0.223
68. H 0.293
69. H 0.401
70. H 0.070
71. C -1.227
72. C 0.296
73. C -0.931
74. O -0.261
75. C -0.705
76. N -0.233
77. H 0.481
78. H 0.313
79. H 0.139
80. H 0.466
81. H 0.296
82. H 0.483
83. H 0.086
84. H 0.319
85. H 0.356
86. H 0.018
87. H 0.116
88. C -1.732
89. C 2.209
90. C -0.737
91. O -0.103
92. C -0.381
93. N -0.632
94. H 0.479
95. H 0.374
96. H 0.345
97. H -1.067
98. H 0.233
99. H -0.019



# C26H74N10O8

8 unconnected molecules or ions with the total composition C26H74N10O8 at a distorted geometry (ωB97M-V/def2-TZVPD, the Open Molecules 2025 dataset).

The geometry in ORCA input format:
```
! RIJCOSX wB97M-V def2-TZVPD def2/J DEFGRID3
* xyz 0 1
C -10.554 -18.328 1.548
O -9.247 -18.134 2.087
C -8.972 -19.207 3.008
C -7.524 -19.180 3.553
C -6.393 -19.035 2.538
N -7.294 -20.317 4.447
H -10.445 -19.074 0.757
H -10.873 -17.368 1.144
H -11.347 -18.657 2.225
H -9.743 -19.220 3.782
H -9.020 -20.190 2.521
H -7.484 -18.267 4.164
H -5.450 -18.869 3.060
H -6.573 -18.190 1.874
H -6.299 -19.941 1.936
H -6.489 -19.984 4.969
H -8.047 -20.201 5.123
C -11.194 -17.977 7.312
O -10.083 -18.107 8.182
C -8.842 -18.005 7.511
C -7.766 -18.755 8.315
C -7.534 -17.960 9.601
N -6.522 -19.057 7.590
H -12.098 -18.148 7.895
H -11.144 -18.685 6.482
H -11.199 -16.934 6.982
H -8.843 -18.296 6.453
H -8.619 -16.938 7.373
H -8.205 -19.724 8.563
H -8.458 -17.723 10.126
H -7.065 -17.000 9.376
H -6.859 -18.530 10.244
H -6.047 -18.169 7.431
H -5.983 -19.328 8.415
C 2.294 -17.611 3.024
O 1.724 -18.404 4.018
C 0.341 -18.523 3.904
C -0.559 -17.279 3.923
C -0.520 -16.336 5.130
N -1.981 -17.570 3.687
H 2.101 -16.572 3.318
H 1.815 -17.738 2.045
H 3.355 -17.737 2.811
H 0.134 -19.107 2.996
H 0.065 -19.191 4.728
H -0.275 -16.750 3.005
H -1.054 -15.398 5.004
H 0.542 -16.067 5.109
H -0.758 -16.833 6.070
H -2.331 -17.966 4.575
H -2.174 -18.306 3.014
C -4.413 -12.735 9.594
O -4.637 -13.694 8.558
C -4.534 -15.029 9.004
C -4.265 -15.887 7.766
C -5.338 -15.860 6.675
N -3.975 -17.274 8.121
H -3.365 -12.782 9.897
H -5.155 -12.851 10.384
H -4.515 -11.746 9.147
H -3.624 -15.199 9.592
H -5.415 -15.330 9.578
H -3.382 -15.395 7.338
H -5.408 -14.937 6.105
H -6.288 -15.982 7.204
H -5.122 -16.738 6.065
H -3.628 -17.813 7.330
H -3.163 -17.190 8.728
C -10.853 -24.581 3.354
O -9.583 -24.953 3.877
C -8.825 -23.862 4.392
C -7.375 -24.255 4.449
C -6.927 -25.437 5.256
N -6.619 -23.138 5.057
H -11.403 -24.112 4.177
H -11.460 -25.445 3.093
H -10.790 -23.883 2.518
H -8.890 -23.006 3.711
H -9.171 -23.467 5.355
H -6.955 -24.402 3.453
H -7.043 -26.420 4.792
H -7.324 -25.466 6.275
H -5.852 -25.468 5.453
H -6.993 -22.946 5.988
H -6.900 -22.230 4.660
C -4.428 -25.292 -0.119
O -4.196 -26.034 1.045
C -4.314 -25.374 2.324
C -3.522 -24.058 2.557
C -2.027 -24.245 2.470
N -3.795 -23.506 3.871
H -4.335 -25.954 -0.981
H -3.680 -24.522 -0.342
H -5.374 -24.754 -0.243
H -5.384 -25.178 2.448
H -4.161 -26.185 3.037
H -3.933 -23.347 1.834
H -1.754 -24.974 3.238
H -1.580 -23.272 2.674
H -1.631 -24.726 1.575
H -4.768 -23.253 4.035
H -3.468 -24.178 4.567
N -2.540 -21.158 5.187
C -3.382 -20.202 5.667
N -4.475 -20.759 6.180
O -3.176 -18.983 5.598
H -2.813 -22.006 4.685
H -1.741 -20.758 4.709
H -5.208 -20.192 6.586
H -4.686 -21.702 5.892
N -3.016 -26.029 7.960
C -2.908 -24.935 7.176
N -3.092 -23.755 7.794
O -2.663 -25.005 5.962
H -2.976 -26.916 7.490
H -3.272 -25.931 8.924
H -2.794 -23.019 7.168
H -3.296 -23.815 8.773
*
```

Results
SMILES string	COC[C@H](C)N.COC[C@H](C)N.COC[C@H](C)N.COC[C@H](C)N.COC[C@H](C)N.COC[C@H](C)N.NC(N)=O.NC(N)=O
HOMO	-0.305	Eh
frontier orbital gap	8.67	eV

Results of the Mulliken charge analysis, in e, for atoms 1 through 99:
1. C -0.778
2. O -0.379
3. C -0.696
4. C 1.193
5. C -1.655
6. N -0.233
7. H 0.309
8. H 0.277
9. H 0.296
10. H 0.282
11. H 0.299
12. H 0.025
13. H 0.332
14. H 0.427
15. H 0.320
16. H -0.567
17. H 0.274
18. C -0.741
19. O -0.381
20. C -0.015
21. C -0.082
22. C -1.437
23. N -0.201
24. H 0.277
25. H 0.250
26. H 0.320
27. H -0.165
28. H 0.284
29. H 0.463
30. H 0.441
31. H 0.172
32. H 0.417
33. H -0.431
34. H 0.272
35. C -0.723
36. O -0.454
37. C -0.538
38. C 0.510
39. C -1.251
40. N -0.675
41. H 0.246
42. H 0.307
43. H 0.275
44. H 0.450
45. H 0.140
46. H 0.383
47. H 0.307
48. H 0.345
49. H 0.263
50. H 0.286
51. H 0.267
52. C -0.782
53. O -0.317
54. C -0.787
55. C 0.796
56. C -1.239
57. N -0.457
58. H 0.313
59. H 0.288
60. H 0.262
61. H 0.393
62. H 0.258
63. H 0.182
64. H 0.525
65. H 0.115
66. H 0.203
67. H 0.013
68. H 0.375
69. C -0.808
70. O -0.339
71. C -0.317
72. C 0.628
73. C -1.420
74. N -0.327
75. H 0.332
76. H 0.276
77. H 0.293
78. H 0.113
79. H 0.396
80. H -0.155
81. H 0.375
82. H 0.369
83. H 0.248
84. H 0.363
85. H 0.260
86. C -0.739
87. O -0.448
88. C -0.109
89. C 0.209
90. C -1.498
91. N 0.218
92. H 0.281
93. H 0.283
94. H 0.289
95. H 0.039
96. H 0.194
97. H 0.549
98. H 0.289
99. H 0.296



ΔE to the lowest compared entry with this formula, charge and spin values, unit kcal/mol, following the record order: 0.00 48.09.